[1]
101
Properties=species:S:1:pos:R:3:mulliken_charge:R:1 method="wB97M-V/def2-TZVPD" relative_energy_kcal_mol=0.0 total_charge=+1 energy_ha=-6872.34139 multiplicity=6 gap_ev="8.294 / 8.292"
Dy -0.448 0.707 0.214 0.101
O -4.457 2.307 -0.492 -0.736
C -3.259 2.067 -0.603 -0.120
N -2.372 1.994 0.413 -0.138
C -3.019 2.385 1.654 -1.010
C -2.159 2.303 2.870 0.544
C -2.617 2.903 4.045 -0.866
C -1.892 2.774 5.209 -0.636
C -0.707 2.045 5.172 -1.083
C -0.317 1.499 3.970 -0.199
N -1.016 1.612 2.829 0.424
C -2.663 1.965 -1.985 0.739
C -3.313 2.625 -3.019 -0.875
C -2.696 2.705 -4.253 -0.588
C -1.471 2.078 -4.420 -1.040
C -0.941 1.362 -3.362 -0.545
N -1.508 1.315 -2.155 0.656
H -3.911 1.768 1.826 0.361
H -3.401 3.407 1.555 0.644
H -3.539 3.468 4.023 0.534
H -2.241 3.219 6.131 0.438
H -0.105 1.899 6.058 0.516
H 0.594 0.920 3.911 0.346
H -4.273 3.076 -2.816 0.582
H -3.155 3.246 -5.070 0.458
H -0.930 2.141 -5.354 0.581
H -0.015 0.814 -3.475 0.681
C -2.409 -1.253 3.001 -1.045
O -1.948 -1.303 1.647 0.726
C -2.510 -2.316 0.908 0.895
C -3.128 -3.413 1.477 -0.436
C -3.687 -4.379 0.654 -0.697
Br -4.496 -5.904 1.433 -0.201
C -3.661 -4.257 -0.713 -1.165
C -3.042 -3.150 -1.298 1.075
C -2.448 -2.177 -0.482 -0.565
O -1.801 -1.095 -0.978 0.131
C -3.012 -2.979 -2.743 -0.066
N -2.376 -1.993 -3.337 -0.127
C -2.572 -2.164 -4.696 0.277
C -2.126 -1.420 -5.787 -0.487
C -2.481 -1.854 -7.047 -0.659
C -3.258 -3.005 -7.239 -0.470
C -3.715 -3.748 -6.170 -1.119
C -3.363 -3.305 -4.901 0.477
N -3.623 -3.798 -3.640 -0.053
H -1.981 -2.064 3.592 0.195
H -3.498 -1.309 3.036 0.639
H -2.085 -0.307 3.411 -0.032
H -3.179 -3.545 2.547 0.572
H -4.109 -5.028 -1.323 0.461
H -1.896 -1.149 -2.001 0.670
H -1.529 -0.533 -5.644 0.321
H -2.155 -1.297 -7.916 0.430
H -3.504 -3.317 -8.244 0.391
H -4.319 -4.636 -6.311 0.403
H -4.199 -4.596 -3.440 0.222
N 1.518 1.078 1.668 0.309
S 2.923 0.348 1.992 0.749
C 3.662 1.450 3.218 -0.059
C 3.481 1.318 4.587 -0.246
C 4.031 2.269 5.434 -0.874
C 4.745 3.341 4.918 -0.474
C 4.921 3.466 3.548 -0.685
C 4.381 2.517 2.694 0.127
C 2.570 -1.070 3.067 0.027
C 1.272 -1.454 3.344 0.801
C 1.051 -2.611 4.077 -0.851
C 2.125 -3.369 4.522 -0.647
C 3.424 -2.976 4.231 -0.819
C 3.652 -1.826 3.492 -0.301
H 1.532 1.999 2.093 0.210
H 2.933 0.481 4.997 0.420
H 3.894 2.169 6.503 0.427
H 5.169 4.079 5.586 0.404
H 5.474 4.301 3.141 0.438
H 4.516 2.597 1.621 0.159
H 0.449 -0.859 2.971 0.022
H 0.041 -2.933 4.291 0.319
H 1.949 -4.275 5.087 0.433
H 4.260 -3.570 4.574 0.407
H 4.663 -1.519 3.248 0.533
C 2.759 -0.718 -4.831 -1.335
C 3.245 -0.220 -3.489 -0.163
O 2.257 0.671 -2.935 -0.143
P 2.028 0.736 -1.350 0.675
O 0.995 1.804 -1.106 -0.636
Te 1.467 -1.454 -0.579 -0.371
O 3.466 1.207 -0.802 -0.078
C 3.887 2.539 -1.184 -0.291
C 5.398 2.590 -1.192 -1.386
H 3.513 -1.373 -5.267 0.463
H 2.584 0.118 -5.508 0.304
H 1.833 -1.281 -4.715 0.230
H 4.186 0.324 -3.589 0.152
H 3.404 -1.060 -2.808 0.392
H 3.467 3.250 -0.468 0.316
H 3.486 2.788 -2.168 0.488
H 5.803 2.296 -0.223 0.289
H 5.722 3.607 -1.413 0.395
H 5.804 1.921 -1.949 0.335



[2]
17
Properties=species:S:1:pos:R:3:mulliken_charge:R:1 method="wB97M-V/def2-TZVPD" smiles=[O-]CCCCC[O-] relative_energy_kcal_mol=14.6 total_charge=-2 energy_ha=-346.83977 multiplicity=1 gap_ev=6.439
O 1.693 -2.520 -1.627 -0.919
C 0.650 -1.706 -1.713 -0.463
C 0.550 -0.867 -0.326 -0.535
C -0.529 0.240 -0.446 -0.483
C -0.249 1.474 0.426 -0.753
C -0.495 1.062 1.997 -0.253
O -0.315 2.025 2.874 -0.911
H 0.748 -0.908 -2.509 0.136
H -0.400 -2.084 -1.867 0.144
H 0.196 -1.603 0.413 0.191
H 1.552 -0.589 0.010 0.379
H -1.527 -0.173 -0.242 0.266
H -0.533 0.515 -1.510 0.379
H -0.840 2.373 0.209 0.359
H 0.766 1.895 0.228 0.263
H 0.275 0.223 2.109 0.081
H -1.540 0.643 1.974 0.117



[3]
107
Properties=species:S:1:pos:R:3:mulliken_charge:R:1 method="wB97M-V/def2-TZVPD" energy_ha=-3624.75798 multiplicity=3 gap_ev="8.602 / 9.214"
C 3.079 -2.971 1.087 -1.285
C 2.930 -1.514 0.622 -0.406
C 3.128 -1.415 -0.903 -0.901
C 1.811 -1.479 -1.677 -0.290
C 0.910 -0.278 -1.407 -0.799
C -0.105 -0.028 -2.556 -0.457
C -1.559 -0.185 -2.065 -0.766
C -2.287 1.160 -1.846 -0.940
C -2.234 1.626 -0.411 -1.258
N -3.017 0.758 0.548 0.438
S -2.878 1.473 2.076 1.071
O -1.503 1.709 2.335 -0.574
O -3.704 2.618 2.185 -0.587
F -3.329 0.373 3.021 -0.136
S -4.643 0.538 0.143 0.967
O -5.376 0.388 1.361 -0.645
O -5.149 1.529 -0.743 -0.588
C -4.733 -1.152 -0.640 0.528
F -4.270 -1.060 -1.899 -0.280
F -3.921 -1.956 0.051 -0.290
C -6.190 -1.676 -0.690 0.678
F -6.959 -0.705 -1.212 -0.260
F -6.595 -2.003 0.550 -0.294
C -6.336 -2.955 -1.557 0.602
F -5.425 -3.846 -1.116 -0.268
F -6.131 -2.691 -2.851 -0.283
C -7.762 -3.624 -1.398 0.702
F -8.158 -4.049 -2.610 -0.258
F -7.702 -4.683 -0.594 -0.240
F -8.674 -2.761 -0.949 -0.241
H 2.432 -3.221 1.922 0.357
H 2.902 -3.661 0.269 0.357
H 4.100 -3.151 1.409 0.311
H 1.968 -1.107 0.908 0.140
H 3.717 -0.936 1.095 0.368
H 3.727 -2.266 -1.223 0.421
H 3.679 -0.514 -1.162 0.389
H 1.338 -2.419 -1.384 0.099
H 2.041 -1.545 -2.735 0.327
H 0.396 -0.392 -0.461 0.452
H 1.568 0.588 -1.349 0.369
H 0.055 -0.793 -3.305 0.459
H 0.046 0.939 -3.018 0.059
H -1.628 -0.800 -1.172 0.417
H -2.110 -0.697 -2.848 0.482
H -1.730 1.904 -2.407 0.678
H -3.280 1.149 -2.276 0.304
H -1.199 1.557 -0.098 0.546
H -2.521 2.663 -0.272 0.572
C -1.766 2.289 7.997 -1.909
C -0.445 2.001 7.249 2.136
C -0.740 1.636 5.792 -1.448
C -1.296 0.225 5.611 0.048
C -0.406 -0.804 6.305 -1.520
C -0.155 -0.481 7.777 1.686
N 0.321 0.923 7.946 0.486
O 1.573 0.998 7.626 -0.610
C -1.441 -0.725 8.589 -1.777
C 0.868 -1.457 8.348 -1.836
C 0.338 3.309 7.281 -1.898
H -1.644 2.163 9.073 0.362
H -2.083 3.317 7.829 0.497
H -2.593 1.662 7.667 0.300
H 0.178 1.723 5.203 0.368
H -1.439 2.365 5.376 0.342
H -2.320 0.164 5.991 0.258
H -1.352 -0.004 4.549 0.095
H -0.854 -1.797 6.224 0.442
H 0.550 -0.855 5.775 0.352
H -1.318 -0.389 9.619 0.371
H -1.663 -1.792 8.615 0.452
H -2.323 -0.244 8.175 0.292
H 1.798 -1.457 7.784 0.372
H 0.464 -2.469 8.311 0.422
H 1.097 -1.221 9.388 0.441
H 0.595 3.590 8.304 0.468
H -0.270 4.104 6.852 0.437
H 1.256 3.255 6.699 0.364
C 2.849 0.373 -8.174 -1.835
C 2.474 0.878 -6.763 1.960
C 2.914 2.335 -6.597 -1.257
C 4.419 2.507 -6.397 -0.515
C 4.921 1.611 -5.267 -1.235
C 4.539 0.144 -5.453 1.858
N 3.078 -0.004 -5.719 0.171
O 2.418 0.120 -4.613 -0.347
C 5.368 -0.469 -6.598 -1.843
C 4.931 -0.647 -4.210 -1.835
C 0.952 0.811 -6.693 -1.871
H 2.918 -0.715 -8.196 0.338
H 2.086 0.660 -8.897 0.509
H 3.785 0.786 -8.546 0.319
H 2.399 2.771 -5.735 0.352
H 2.590 2.905 -7.471 0.361
H 4.957 2.293 -7.325 0.325
H 4.634 3.550 -6.157 0.392
H 6.006 1.692 -5.183 0.409
H 4.510 1.977 -4.320 0.288
H 5.028 -1.480 -6.824 0.381
H 6.414 -0.531 -6.301 0.448
H 5.350 0.111 -7.517 0.334
H 4.487 -0.238 -3.305 0.126
H 6.013 -0.616 -4.085 0.494
H 4.630 -1.692 -4.298 0.494
H 0.599 -0.218 -6.777 0.457
H 0.527 1.385 -7.515 0.500
H 0.562 1.234 -5.768 0.180